No. 1
Molecular formula: C39H40FeN2S5
Method: DFT, the ωB97M-V functional and the def2-TZVPD basis

```
! RIJCOSX wB97M-V def2-TZVPD def2/J DEFGRID3
* xyz -2 5
Fe -0.72 1.25 0.39
S -4.65 7.09 0.43
C -3.69 5.82 0.61
S -3.10 5.03 2.06
C -2.20 3.76 1.23
C -2.18 3.85 -0.14
S -1.39 2.72 -1.23
S -3.12 5.07 -0.87
S -1.57 2.46 2.19
C 1.65 -1.36 3.49
C 1.22 0.10 3.31
C 0.78 0.67 4.67
C 2.25 1.01 2.66
C 3.29 1.48 3.46
C 4.25 2.35 2.99
C 4.12 2.85 1.68
C 3.13 2.36 0.81
C 3.19 2.82 -0.68
C 2.90 1.74 -1.72
C 2.40 4.12 -0.95
C 2.20 1.37 1.30
N 1.12 0.80 0.57
C 1.24 -0.47 0.01
C 0.02 -1.18 -0.36
N -1.11 -0.44 -0.43
C -2.26 -0.77 -1.23
C -2.09 -1.01 -2.63
C -3.16 -1.50 -3.37
C -4.36 -1.77 -2.78
C -4.59 -1.36 -1.46
C -3.56 -0.89 -0.64
C -3.85 -0.58 0.80
C -4.43 -1.78 1.53
C -4.76 0.67 0.97
C -0.86 -0.71 -3.45
C -0.38 -2.07 -4.03
C -1.12 0.36 -4.51
C 0.35 -2.54 -0.55
C -0.40 -3.70 -0.68
C 0.25 -4.93 -0.70
C 1.64 -5.01 -0.50
C 2.45 -3.84 -0.35
C 3.85 -3.75 0.00
C 4.42 -2.53 0.32
C 3.69 -1.29 0.22
C 2.36 -1.39 -0.07
C 1.74 -2.65 -0.32
H 0.72 -1.93 3.67
H 2.37 -1.51 4.32
H 2.13 -1.82 2.63
H 0.34 0.03 2.66
H 1.60 0.61 5.38
H -0.11 0.18 5.08
H 0.51 1.75 4.57
H 3.43 1.08 4.47
H 5.01 2.65 3.67
H 4.69 3.73 1.36
H 4.25 3.09 -0.73
H 1.84 1.44 -1.75
H 3.48 0.84 -1.55
H 3.18 2.14 -2.68
H 1.48 4.15 -0.37
H 2.23 4.22 -2.04
H 3.03 4.96 -0.62
H -2.98 -1.80 -4.41
H -5.18 -2.22 -3.39
H -5.57 -1.49 -1.03
H -2.88 -0.36 1.32
H -5.48 -1.91 1.18
H -4.43 -1.65 2.61
H -3.84 -2.67 1.35
H -5.80 0.44 0.84
H -4.47 1.46 0.27
H -4.61 1.14 1.95
H -0.17 -0.34 -2.73
H -1.18 -2.50 -4.60
H -0.09 -2.78 -3.24
H 0.51 -2.01 -4.68
H -1.84 -0.02 -5.24
H -0.16 0.60 -5.03
H -1.50 1.26 -4.06
H -1.46 -3.61 -0.91
H -0.27 -5.90 -0.85
H 2.15 -5.98 -0.56
H 4.41 -4.68 0.02
H 5.49 -2.47 0.66
H 4.20 -0.33 0.41
*
```

Computed properties:
**E**: -132638.9372 eV
**Max |F|**: 2.718 eV Å⁻¹

No. 2
Molecular formula: C13H26ClCrN3O5Si2
Method: DFT, the ωB97M-V functional and the def2-TZVPD basis

```
! RIJCOSX wB97M-V def2-TZVPD def2/J DEFGRID3
* xyz 0 5
Cr -1.09 0.56 0.39
O -4.00 -0.04 0.44
Cl -3.37 -0.08 1.75
O -4.22 -0.62 2.74
O -2.12 -0.90 1.60
O -2.88 1.26 2.09
C -0.41 -1.21 -2.48
Si 0.51 -1.91 -1.00
C -0.48 -3.31 -0.28
C 2.12 -2.59 -1.65
C 0.75 -0.54 0.22
C 1.29 0.69 -0.43
C 2.57 0.95 -0.93
C 2.83 2.18 -1.51
C 1.83 3.14 -1.59
C 0.59 2.83 -1.09
N 0.34 1.65 -0.54
Si 1.50 -0.87 1.88
C 3.35 -1.17 1.79
C 1.25 0.65 2.94
C 0.73 -2.34 2.71
H -0.64 -1.99 -3.20
H 0.18 -0.44 -2.98
H -1.36 -0.75 -2.19
H -0.87 -3.94 -1.08
H -1.31 -2.95 0.32
H 0.14 -3.94 0.36
H 1.95 -3.41 -2.35
H 2.74 -2.98 -0.83
H 2.70 -1.83 -2.17
H 3.33 0.19 -0.86
H 3.82 2.39 -1.89
H 2.02 4.11 -2.04
H -0.24 3.52 -1.13
H 3.89 -0.30 1.40
H 3.57 -2.02 1.14
H 3.75 -1.38 2.78
H 1.77 1.52 2.51
H 1.63 0.50 3.95
H 0.19 0.91 3.03
H 1.11 -3.27 2.27
H -0.35 -2.35 2.63
H 1.00 -2.34 3.77
N -3.73 3.95 -1.06
C -3.33 2.65 -1.12
N -4.01 1.84 -1.97
O -2.33 2.28 -0.51
H -4.60 4.25 -1.44
H -3.29 4.51 -0.35
H -4.94 2.10 -2.25
H -3.88 0.85 -1.78
*
```

Computed properties:
**E**: -85306.7575 eV
**Energy above the lowest of the compared OMol25 structures with the same formula, charge and spin**: 0.365 eV
**Max |F|**: 0.828 eV Å⁻¹

Question: What is the formula in the second record?
Answer: C13H26ClCrN3O5Si2

Please write out number 2 again, unchanged.
Molecular formula: C13H26ClCrN3O5Si2
Method: DFT, the ωB97M-V functional and the def2-TZVPD basis

```
! RIJCOSX wB97M-V def2-TZVPD def2/J DEFGRID3
* xyz 0 5
Cr -1.09 0.56 0.39
O -4.00 -0.04 0.44
Cl -3.37 -0.08 1.75
O -4.22 -0.62 2.74
O -2.12 -0.90 1.60
O -2.88 1.26 2.09
C -0.41 -1.21 -2.48
Si 0.51 -1.91 -1.00
C -0.48 -3.31 -0.28
C 2.12 -2.59 -1.65
C 0.75 -0.54 0.22
C 1.29 0.69 -0.43
C 2.57 0.95 -0.93
C 2.83 2.18 -1.51
C 1.83 3.14 -1.59
C 0.59 2.83 -1.09
N 0.34 1.65 -0.54
Si 1.50 -0.87 1.88
C 3.35 -1.17 1.79
C 1.25 0.65 2.94
C 0.73 -2.34 2.71
H -0.64 -1.99 -3.20
H 0.18 -0.44 -2.98
H -1.36 -0.75 -2.19
H -0.87 -3.94 -1.08
H -1.31 -2.95 0.32
H 0.14 -3.94 0.36
H 1.95 -3.41 -2.35
H 2.74 -2.98 -0.83
H 2.70 -1.83 -2.17
H 3.33 0.19 -0.86
H 3.82 2.39 -1.89
H 2.02 4.11 -2.04
H -0.24 3.52 -1.13
H 3.89 -0.30 1.40
H 3.57 -2.02 1.14
H 3.75 -1.38 2.78
H 1.77 1.52 2.51
H 1.63 0.50 3.95
H 0.19 0.91 3.03
H 1.11 -3.27 2.27
H -0.35 -2.35 2.63
H 1.00 -2.34 3.77
N -3.73 3.95 -1.06
C -3.33 2.65 -1.12
N -4.01 1.84 -1.97
O -2.33 2.28 -0.51
H -4.60 4.25 -1.44
H -3.29 4.51 -0.35
H -4.94 2.10 -2.25
H -3.88 0.85 -1.78
*
```

Computed properties:
**E**: -85306.7575 eV
**Energy above the lowest of the compared OMol25 structures with the same formula, charge and spin**: 0.365 eV
**Max |F|**: 0.828 eV Å⁻¹